[1]
39
Properties=species:S:1:pos:R:3:forces:R:3 method="wB97M-V/def2-TZVPD" gap_ha=0.2464
C -0.7271 2.0260 0.3886 -1.8 -1.6 -2.8
H -0.1016 2.1852 1.2027 1.0 -0.2 1.8
O -1.5382 0.7270 0.4713 4.8 4.6 -3.8
C -2.1563 0.5610 1.5697 -2.7 1.2 2.9
C -2.3652 1.6240 2.5872 -2.8 -12.0 -1.8
C -2.9619 1.1197 3.7036 1.2 -3.2 -5.1
C -3.4709 -0.1163 3.7979 -3.8 -4.8 -3.4
C -3.5837 -1.0319 2.5857 4.8 8.3 2.1
C -2.7486 -0.7192 1.4858 -2.4 2.4 7.4
N -2.6110 -1.6373 0.5926 0.0 -7.8 -8.0
C -1.5277 -2.2248 -0.3198 -0.4 7.1 4.7
O -1.6788 -2.9297 -1.2436 -0.1 -1.0 -0.1
C -0.2644 -1.2032 0.0917 1.0 -5.7 0.9
N 0.4501 -1.1103 -0.9472 0.9 1.8 -2.0
N 1.5862 -0.4201 -0.8957 4.5 -0.5 5.1
C 2.4145 -0.4072 0.4247 -11.7 -3.0 0.2
C 1.6969 -0.7001 1.6271 0.8 -1.2 -4.4
C 0.4081 -1.3732 1.4932 -6.5 -0.5 2.7
O -0.4316 -1.9098 2.4299 5.6 2.6 -4.4
H 2.2251 -0.8486 2.5037 1.0 0.2 1.8
H 3.2403 0.0466 0.3270 6.3 2.9 -0.5
C 2.4392 -0.1951 -2.0547 -4.5 -0.8 5.9
C 3.2530 0.8164 -2.0568 7.3 6.7 -0.6
C 3.9575 1.2218 -3.2100 -8.6 -6.4 -1.7
C 3.1895 0.6612 -4.6229 6.9 4.4 7.6
C 2.3576 -0.2939 -4.3643 0.3 0.4 -4.9
C 1.8946 -0.4880 -3.1433 -6.9 -9.9 -4.8
H 1.0154 -1.5557 -3.2284 2.5 3.7 0.9
H 2.2533 -0.7295 -5.3190 -2.0 -1.8 -0.6
Cl 4.1525 1.2074 -5.8379 0.3 0.1 -2.9
H 4.4809 2.0230 -3.3242 3.5 4.7 -0.3
H 3.4709 1.5221 -1.2254 -0.2 -1.2 0.0
H -3.4112 -2.3263 0.4459 1.1 1.6 0.7
H -3.9479 -1.9081 2.7223 -2.7 -5.7 0.6
H -4.2514 -0.3903 4.5701 1.5 0.5 -0.4
H -3.2157 1.5487 4.4798 -1.6 5.6 7.4
H -1.9544 2.4363 2.4938 4.1 8.6 -0.9
H -0.0802 1.9451 -0.5295 -1.0 0.0 0.8
H -1.4578 2.8473 0.3284 0.3 -0.3 -0.2

---

[2]
128
Properties=species:S:1:pos:R:3:forces:R:3 method="wB97M-V/def2-TZVPD" gap_ha=0.2617 charge=+3
Sc -0.3932 -0.6955 -0.1303 -0.9 -0.6 -0.2
C 4.7955 -0.9168 1.2723 0.0 0.0 0.0
N 3.5623 -1.1426 0.5282 0.1 -0.1 -0.2
C 3.3780 -0.2491 -0.5912 0.1 -0.1 0.1
C 2.7056 -2.1439 0.8387 0.0 0.1 0.3
N 1.4247 -2.1136 0.5037 -0.5 0.3 -0.2
C 0.7221 -3.4079 0.5195 0.1 -0.1 -0.4
C 0.0629 -3.5810 -0.8319 0.1 0.1 -0.2
N -0.8008 -2.4540 -1.1539 0.1 0.4 0.9
C -2.2129 -2.8006 -1.1744 0.0 0.1 -0.1
C -3.0131 -2.2939 0.0491 0.2 0.0 0.0
N -2.1483 -1.6867 1.0711 0.3 0.1 -0.2
C -2.6005 -1.7444 2.3072 0.0 0.1 0.0
N -3.8637 -2.1604 2.6232 0.0 0.0 0.1
C -5.0593 -1.6787 1.9523 0.0 0.0 0.0
C -4.1003 -3.0826 3.7285 0.0 0.0 0.0
N -1.8287 -1.3551 3.3654 0.0 -0.1 0.0
C -0.3958 -1.5617 3.4372 -0.1 0.0 0.1
C -2.4210 -0.8946 4.6143 0.0 0.0 0.0
C 1.1972 -1.3323 -3.1727 0.0 0.3 0.2
C 1.4633 0.1245 -3.5275 0.1 0.1 0.0
N 1.0612 1.0738 -2.4854 -0.1 -0.1 0.0
C 1.5331 2.2789 -2.6592 0.2 -0.1 0.0
N 2.5239 2.5944 -3.5746 -0.1 0.1 0.1
C 2.3762 3.7498 -4.4500 0.0 0.0 -0.1
C 3.8583 2.0205 -3.5157 -0.1 -0.1 0.0
N 1.0553 3.3317 -1.9130 0.0 0.1 -0.1
C 1.8391 4.5487 -1.7385 0.0 0.0 0.0
C -0.3708 3.4944 -1.7203 0.0 0.0 0.0
N 3.2438 -3.1802 1.5505 0.0 0.1 0.0
C 2.5954 -3.7127 2.7353 0.0 -0.1 0.0
C 4.5018 -3.8054 1.1728 0.1 0.0 0.0
H 4.8810 0.1489 1.4890 0.0 0.0 0.0
H 5.6764 -1.2253 0.7054 0.0 0.0 0.0
H 4.7742 -1.4517 2.2154 0.0 0.0 0.0
H 3.6603 0.7633 -0.2952 -0.1 0.0 0.0
H 2.3501 -0.2212 -0.9193 -0.1 0.0 0.0
H 4.0182 -0.5420 -1.4321 0.0 0.0 0.0
H -0.0506 -3.4202 1.2923 0.0 -0.1 0.1
H 1.3917 -4.2527 0.6834 0.0 0.1 0.1
H -0.4841 -4.5282 -0.8387 0.0 0.0 -0.1
H 0.8773 -3.6751 -1.5708 0.0 -0.1 0.0
H -2.3320 -3.8846 -1.2313 0.0 0.0 0.0
H -2.6958 -2.3943 -2.0696 0.0 -0.1 0.0
H -3.5694 -3.1270 0.4809 0.0 0.0 0.0
H -3.7508 -1.5621 -0.2943 0.0 0.0 0.0
H -4.8142 -0.8550 1.2886 0.0 0.0 0.0
H -5.7616 -1.3111 2.7046 0.0 0.0 0.0
H -5.5583 -2.4632 1.3788 0.0 0.0 0.0
H -3.1571 -3.4351 4.1375 0.0 0.0 0.0
H -4.6512 -3.9485 3.3573 0.0 0.0 0.0
H -4.6883 -2.6220 4.5256 0.0 0.0 0.0
H 0.0503 -1.6722 2.4564 0.0 0.0 -0.1
H -0.1666 -2.4550 4.0277 0.0 0.0 0.0
H 0.0745 -0.7105 3.9304 0.0 0.0 0.0
H -3.4537 -0.5966 4.4567 0.0 0.0 0.0
H -1.8587 -0.0275 4.9667 0.0 0.0 0.0
H -2.3873 -1.6543 5.3982 0.0 0.0 0.0
H 2.0623 -1.9068 -3.4887 0.0 -0.1 0.0
H 1.1086 -1.4502 -2.0930 0.0 -0.2 -0.1
H 1.0372 0.3860 -4.5034 -0.1 0.0 0.0
H 2.5416 0.1448 -3.6686 0.0 0.0 -0.1
H 1.3527 4.1188 -4.4146 0.0 0.0 0.0
H 2.5873 3.4502 -5.4781 0.0 0.0 0.0
H 3.0590 4.5632 -4.1913 0.0 0.0 0.0
H 3.9807 1.4317 -2.6073 0.0 0.0 -0.1
H 4.5942 2.8276 -3.4882 0.0 0.0 0.0
H 4.0874 1.3970 -4.3852 0.0 0.0 0.0
H 1.5692 5.3347 -2.4478 0.0 0.0 0.0
H 2.9003 4.3359 -1.8326 0.0 0.0 0.0
H 1.6597 4.9359 -0.7336 0.0 0.0 0.0
H -0.8672 3.8170 -2.6415 0.0 0.0 0.0
H -0.5486 4.2678 -0.9719 0.0 0.0 0.0
H -0.8116 2.5642 -1.3844 -0.1 -0.1 0.0
H 1.6657 -3.1819 2.9170 0.1 0.0 0.0
H 3.2450 -3.5782 3.6037 0.0 0.0 0.0
H 2.3820 -4.7797 2.6334 0.0 0.0 0.0
H 4.8838 -3.3633 0.2557 0.0 0.0 0.0
H 4.3362 -4.8702 0.9930 0.0 0.0 0.0
H 5.2586 -3.7094 1.9549 0.0 0.0 0.0
C -3.4442 1.8652 2.2289 0.0 0.0 0.0
C -4.4997 2.0188 1.3428 0.0 0.0 0.0
C -4.3010 1.7006 0.0086 0.0 0.1 0.0
C -3.0581 1.2314 -0.3943 0.1 0.1 0.0
N -2.0585 1.0222 0.4705 0.2 -0.1 -0.3
C -2.2531 1.3544 1.7502 0.1 0.0 0.0
C -2.7552 1.0199 -1.8358 0.0 0.0 0.0
C -3.3277 1.8812 -2.7679 0.0 0.0 0.0
C -2.9878 1.7482 -4.0963 0.0 0.0 0.0
C -2.1679 0.6928 -4.4572 0.0 0.0 -0.1
C -1.6834 -0.1618 -3.4786 0.1 0.0 0.0
N -1.9057 0.0377 -2.1663 0.1 0.1 0.1
C -1.1764 -1.4842 -3.9924 -0.1 -0.1 0.3
C -2.1169 -2.2078 -4.7107 -0.1 0.0 0.0
C -1.8486 -3.4823 -5.1835 0.0 0.0 0.0
C -0.6093 -4.0337 -4.9163 -0.1 0.0 0.0
C 0.3119 -3.2684 -4.2452 0.0 0.0 0.0
N 0.0476 -2.0220 -3.8043 0.1 0.0 -0.3
H -3.5417 2.1359 3.2712 0.0 0.0 0.0
H -5.4590 2.3865 1.6828 0.0 0.0 0.0
H -5.1011 1.8166 -0.7097 0.0 0.0 0.0
H -1.4123 1.2027 2.4162 0.0 0.0 0.0
H -3.9949 2.6675 -2.4446 0.0 0.0 0.0
H -3.3732 2.4287 -4.8440 0.0 0.0 0.0
H -1.9332 0.5072 -5.4971 0.0 0.0 0.0
H -3.0903 -1.7668 -4.8696 0.0 0.0 0.0
H -2.5967 -4.0280 -5.7427 0.0 0.0 0.0
H -0.3411 -5.0282 -5.2421 0.0 0.0 0.0
H 1.3097 -3.6350 -4.0584 0.0 0.0 0.0
C 0.0186 4.5160 3.5361 0.0 0.0 0.0
C 1.4426 4.2265 4.0037 -0.1 -0.1 0.0
C 1.4610 3.2403 5.1677 0.0 0.0 0.0
C 2.3351 3.7671 2.8458 0.0 0.1 0.2
N 1.8644 2.5203 2.2315 0.0 0.0 0.0
C 0.9846 2.3405 1.2565 -0.2 0.0 -0.2
N 0.8137 1.0470 1.0744 0.3 -0.5 0.3
N 1.6252 0.4431 1.9875 0.0 0.2 0.1
N 2.2509 1.3148 2.6749 0.0 0.0 0.0
H -0.5559 4.9667 4.3442 0.0 0.0 0.0
H -0.4996 3.5959 3.2440 0.0 0.0 0.0
H -0.0014 5.2114 2.6929 0.0 0.0 0.0
H 1.8900 5.1655 4.3392 0.0 0.0 0.0
H 1.0448 2.2718 4.8782 0.0 0.0 0.0
H 0.8636 3.6255 5.9934 0.0 0.0 0.0
H 2.4733 3.0740 5.5372 0.0 0.0 0.0
H 3.3500 3.5799 3.1907 0.0 0.0 -0.1
H 2.3615 4.5209 2.0597 0.0 0.0 0.0
H 0.4962 3.1380 0.7269 0.0 0.0 -0.1

---

[3]
27
Properties=species:S:1:pos:R:3:forces:R:3 method="wB97M-V/def2-TZVPD" gap_ha=0.3387 smiles="CCOC(=O)Cc1nc2ccccc2[nH]1"
C -2.1400 3.6641 -0.8448 0.3 -0.3 0.1
C -0.9333 2.8301 -1.2474 -0.1 0.5 -0.3
H -1.1529 2.2140 -2.1216 0.1 0.1 0.1
H -0.0742 3.4783 -1.4502 -0.1 -0.2 0.0
O -0.5796 1.8999 -0.2208 -0.2 -0.3 0.0
C 0.1801 2.3472 0.7770 0.2 0.0 0.3
O 0.6355 3.4576 0.8454 0.0 0.1 0.0
C 0.4096 1.2643 1.8194 0.0 0.1 -0.1
C 0.4530 -0.0975 1.2252 0.0 -0.1 0.1
N -0.3331 -1.0790 1.5458 -0.3 0.3 0.4
C 0.0500 -2.1397 0.7619 0.6 0.0 -0.5
C -0.4460 -3.4360 0.6918 0.1 0.1 0.0
C 0.1464 -4.2998 -0.2058 -0.1 -0.2 0.0
C 1.2070 -3.8997 -1.0207 0.1 0.0 -0.1
C 1.7170 -2.6175 -0.9667 0.1 0.0 -0.1
C 1.1270 -1.7461 -0.0673 -0.4 -0.5 0.2
N 1.3647 -0.4344 0.2585 0.1 0.1 0.1
H 2.0563 0.1711 -0.1504 -0.1 0.0 0.0
H 2.5381 -2.3091 -1.5970 0.1 0.0 -0.1
H 1.6380 -4.6114 -1.7092 0.0 0.0 -0.1
H -0.2159 -5.3141 -0.2851 0.0 -0.1 0.0
H -1.2653 -3.7431 1.3214 -0.1 0.0 0.1
H 1.3336 1.4979 2.3542 -0.1 0.1 0.0
H -0.4184 1.2957 2.5304 0.1 0.0 0.0
H -2.4214 4.3168 -1.6661 -0.1 0.1 -0.1
H -2.9783 3.0166 -0.6001 -0.1 0.0 0.0
H -1.8979 4.2738 0.0223 0.0 0.1 0.0

---

[4]
18
Properties=species:S:1:pos:R:3:forces:R:3 method="wB97M-V/def2-TZVPD" gap_ha=0.3087 charge=+1
C 0.4411 -0.7037 -0.4424 -0.1 -1.5 0.5
C -1.0009 -0.1146 1.5117 0.7 -0.3 0.2
C -0.4549 -1.0216 0.6362 -1.0 2.1 0.4
C 0.4632 0.3913 -1.1290 -2.0 4.0 -2.0
C -0.3110 2.1232 0.7894 -0.2 0.5 0.2
N -0.6343 1.2452 1.7276 0.5 -2.1 -4.8
N -0.9935 -2.4024 0.6528 -1.3 0.8 1.2
N 1.5504 0.4719 -2.2469 -2.0 -5.1 2.2
O -0.8738 -3.1370 -0.2951 0.7 0.3 -0.2
O -1.6546 -2.6149 1.6490 0.1 -0.8 -0.1
Cl 0.0252 3.6309 1.5522 0.0 0.1 0.0
H 1.0269 -1.5141 -0.7920 0.9 -0.9 0.1
H -1.7264 -0.3991 2.2658 0.2 -0.5 -0.3
H -0.3734 1.2664 -1.0656 2.8 -2.1 -0.3
H -0.7636 1.6134 2.5802 -0.7 1.0 4.3
H 1.6342 1.2969 -2.7215 0.2 3.0 -1.4
H 1.2381 -0.3053 -2.8995 0.8 1.2 0.5
H 2.4073 0.1736 -1.7730 0.2 0.3 -0.5

---

[5]
80
Properties=species:S:1:pos:R:3:forces:R:3 method="wB97M-V/def2-TZVPD" gap_ha=0.3489 smiles="CC[C@H]1[C@H]([PH2]=O)[C@H]([PH2]=N)COS1(=O)=O.COC[C@@H](C)N.COC[C@@H](C)N.COC[C@@H](C)N"
C 1.8217 -2.0552 -0.8333 -0.9 -1.1 -0.5
C 3.1689 -2.0922 -1.7704 -0.2 -0.9 1.6
C 4.0809 -0.7337 -1.7336 0.7 -0.6 -0.8
C 3.9816 0.2183 -3.0625 -0.1 0.4 2.2
P 4.1183 -0.6931 -4.7336 -2.2 3.1 -3.4
O 3.0337 -0.0608 -5.7065 2.7 -2.1 2.9
C 5.0593 1.4420 -2.8741 -1.1 1.5 -0.7
P 6.8930 0.9111 -2.8520 0.7 -2.6 0.2
N 7.1589 -0.6126 -3.3310 -0.3 0.8 1.0
C 4.7391 2.4020 -1.5632 -0.1 0.9 -1.0
O 4.8327 1.6529 -0.2797 -1.5 -1.4 -1.9
S 3.6347 0.3922 -0.2550 -3.1 1.1 4.2
O 3.8032 -0.3164 1.1120 0.0 2.4 -5.3
O 2.2731 1.1152 -0.4466 4.9 -2.6 0.0
H 2.0360 -2.0701 0.3291 -0.3 0.4 -2.6
H 1.2398 -3.0726 -1.0541 1.3 2.2 0.5
H 1.0745 -1.1967 -1.1554 1.8 -1.7 0.9
H 3.8520 -2.9661 -1.3295 -1.4 2.0 -1.0
H 2.8400 -2.4512 -2.8336 0.8 1.2 1.9
H 5.1961 -1.0616 -1.5294 -2.2 1.0 -0.4
H 2.8958 0.7143 -3.0396 2.3 -1.1 -0.4
H 5.4257 -0.3844 -5.3189 -0.9 -0.5 1.0
H 4.0628 -2.1281 -4.6218 0.2 0.8 0.4
H 4.9199 2.1512 -3.8223 0.4 -1.4 2.0
H 7.4717 1.0342 -1.5084 -0.8 0.8 -1.0
H 7.6133 1.8051 -3.7248 -0.7 0.1 0.7
H 7.6378 -1.1835 -2.6006 -0.6 0.8 -0.8
H 3.6910 2.9518 -1.6450 2.1 -1.4 0.1
H 5.5482 3.2612 -1.5601 -1.5 -1.9 0.4
C -0.5803 -4.1330 2.2008 0.3 -0.1 0.1
C -1.2764 -2.8650 1.7139 -0.3 -0.3 -0.1
C -2.7078 -2.6921 2.2717 0.0 0.2 -0.3
O -3.6889 -3.5273 1.6492 0.3 0.1 0.5
C -3.7274 -4.8558 2.1466 -0.2 0.1 -0.4
N -1.2669 -2.8508 0.2420 -0.4 0.1 0.1
H -0.9393 -5.0339 1.6957 0.0 0.2 0.0
H 0.4973 -4.0717 2.0092 -0.2 0.0 0.0
H -0.7180 -4.2669 3.2785 0.0 0.0 -0.1
H -0.6822 -2.0141 2.0677 -0.2 0.0 0.0
H -3.0269 -1.6629 2.0675 0.0 -0.2 -0.1
H -2.7323 -2.8115 3.3615 0.0 -0.2 0.0
H -3.5056 -4.9048 3.2167 0.1 0.0 0.0
H -3.0372 -5.4852 1.5823 0.1 -0.2 0.2
H -4.7346 -5.2484 1.9844 0.0 0.1 0.0
H -1.6447 -1.9583 -0.0776 0.2 -0.1 0.0
H -1.9629 -3.5331 -0.0725 0.3 0.1 0.1
C 1.7187 8.1507 -1.7190 -0.2 0.3 0.1
C 2.4460 7.0675 -0.9271 0.0 -0.2 -0.5
C 3.8792 6.7876 -1.4344 -0.1 -0.3 0.2
O 3.9394 6.0156 -2.6378 0.2 0.4 0.3
C 3.7374 6.7660 -3.8252 -0.1 -0.4 -0.1
N 1.6264 5.8447 -0.9276 0.5 -0.1 -0.1
H 1.3594 7.7970 -2.6893 0.1 0.0 0.1
H 0.8396 8.5000 -1.1649 0.2 -0.1 -0.1
H 2.3682 9.0153 -1.8888 0.0 -0.1 0.0
H 2.5283 7.4233 0.1068 0.1 -0.1 -0.1
H 4.3942 6.1869 -0.6749 -0.1 0.0 -0.1
H 4.4574 7.7135 -1.5386 -0.1 0.1 -0.1
H 4.1496 7.7767 -3.7526 -0.1 0.0 0.1
H 2.6739 6.8016 -4.0673 0.0 0.2 -0.1
H 4.2416 6.2455 -4.6438 0.0 0.0 0.1
H 2.0684 5.1561 -0.3177 -0.2 0.1 0.0
H 1.7055 5.4268 -1.8592 -0.2 0.2 0.2
C -7.0183 -2.5202 2.7854 0.2 0.1 -0.2
C -6.9149 -3.2081 4.1439 -0.5 0.2 0.0
C -8.0168 -4.2648 4.3874 0.1 0.1 0.4
O -9.2993 -3.7173 4.7085 0.4 -0.4 -0.4
C -10.0514 -3.2896 3.5837 -0.2 0.2 0.3
N -6.9107 -2.1819 5.1992 -0.2 -0.3 0.2
H -7.8140 -1.7710 2.7494 0.0 -0.1 0.1
H -6.0827 -1.9986 2.5522 -0.2 -0.1 0.1
H -7.1984 -3.2494 1.9892 0.0 0.1 0.1
H -5.9504 -3.7290 4.1698 -0.1 0.0 0.1
H -7.7253 -4.8603 5.2611 -0.1 0.1 0.0
H -8.0940 -4.9666 3.5484 -0.1 0.1 -0.1
H -9.8839 -3.9228 2.7074 0.1 0.0 0.0
H -9.8199 -2.2481 3.3547 0.0 0.0 -0.3
H -11.1112 -3.3385 3.8473 0.1 -0.1 0.1
H -6.7437 -2.6382 6.0966 0.1 0.1 -0.1
H -7.8684 -1.8291 5.2833 0.3 0.0 -0.1

---

[6]
51
Properties=species:S:1:pos:R:3:forces:R:3 method="wB97M-V/def2-TZVPD" gap_ha="0.1990 / 0.1991"
Ir -0.5084 0.0028 -0.1364 -0.7 -0.6 0.5
C -0.2789 -2.9271 0.5970 0.2 -0.1 0.1
C -1.6495 -2.3818 1.0085 -0.1 0.2 -0.1
N -2.0898 -1.3845 0.0248 0.4 0.6 0.0
C -2.4575 -1.9543 -1.2983 0.1 0.0 -0.1
C -2.0284 -1.0061 -2.4079 -0.2 -0.4 0.1
N -0.6845 -0.4131 -2.1560 0.3 0.1 -0.1
C 0.4646 -1.2283 -2.5959 0.2 0.1 -0.1
C 0.6367 -2.4179 -1.6788 0.2 0.0 0.0
N 0.4841 -1.9690 -0.2655 -0.3 0.0 -0.1
H -0.3815 -3.8729 0.0650 0.0 0.0 0.0
H 0.3123 -3.1213 1.4902 0.0 0.0 0.0
H -1.5839 -1.8680 1.9650 0.0 0.0 0.0
H -2.3772 -3.1917 1.1058 0.0 0.0 0.0
H -2.9421 -0.8896 0.3579 -0.1 0.0 0.0
H -3.5440 -2.0389 -1.3353 0.0 0.0 0.0
H -2.0358 -2.9550 -1.3981 0.0 0.0 0.0
H -2.7338 -0.1703 -2.4511 0.1 0.0 0.0
H -2.0282 -1.5240 -3.3714 0.0 0.1 0.0
H -0.6561 0.4839 -2.6478 -0.3 0.0 0.0
H 1.3444 -0.5860 -2.5187 0.0 0.0 -0.1
H 0.3630 -1.5424 -3.6378 -0.1 0.0 0.0
H 1.6177 -2.8656 -1.8478 0.0 0.0 0.1
H -0.0986 -3.1901 -1.8856 0.0 0.0 0.0
H 1.3936 -1.8406 0.1539 0.1 -0.1 -0.1
O 0.8890 -0.6778 2.9537 0.1 0.0 0.1
C 1.5582 0.5356 3.3177 -0.1 -0.1 0.0
C 2.8906 0.5521 2.6075 0.0 0.0 0.0
C 2.7526 0.4912 1.0862 0.1 0.2 0.0
C 2.0844 1.6873 0.4544 0.1 -0.3 -0.2
C 2.6557 2.9364 0.6241 0.0 0.2 -0.1
C 2.1505 4.0376 -0.0470 0.0 0.0 0.0
C 1.0902 3.8489 -0.9132 0.1 0.0 0.0
C 0.5546 2.5854 -1.0288 -0.1 0.0 0.0
N 1.0151 1.5179 -0.3529 -0.2 -0.1 0.4
H 0.0631 -0.7068 3.4482 -0.1 0.0 -0.1
H 1.7096 0.5619 4.3992 0.0 0.1 0.0
H 0.9563 1.4040 3.0290 -0.1 0.0 0.0
H 3.4861 -0.2961 2.9531 0.0 0.0 -0.1
H 3.4350 1.4554 2.8907 0.0 0.0 0.1
H 2.2212 -0.4084 0.8041 -0.1 0.0 0.0
H 3.7528 0.4317 0.6486 0.0 -0.1 0.0
H 3.5075 3.0365 1.2837 0.0 0.0 0.0
H 2.5839 5.0179 0.1011 0.0 0.0 0.0
H 0.6352 4.6571 -1.4667 0.0 0.0 0.0
H -0.3258 2.4354 -1.6454 -0.1 0.0 0.1
Se -5.1225 -0.0768 -0.0928 0.1 0.0 0.1
Sb -3.8981 2.0271 -0.1457 -0.3 -0.1 -0.3
Se -1.6130 1.5312 1.2638 0.6 0.1 -0.2
Se -4.7046 3.9196 1.0369 0.1 -0.1 0.0
Se -2.8658 2.3475 -2.3456 0.0 0.3 0.0

---

In g/mol, the molecular weight values for the records above are, in order, 355.781, 845.078, 204.229, 176.583, 526.618, 896.206.
In kcal/mol, the energy relative to the best compared isomer or geometry (same formula, charge and spin) values for the records above are, in order, 358.6, 12.3, 2.7, 151.0, 105.8, 0.0.